[1]
# C20H22N3O2

The ion C20H22N3O2 with charge +1 (ωB97M-V/def2-TZVPD, OMol25).

CARTESIAN COORDINATES (ANGSTROEM)
C  -3.5970  -2.6692  -0.0060
O  -3.4835  -1.3525  0.5011
C  -3.4725  -0.3084  -0.3792
C  -3.5751  -0.4175  -1.7588
C  -3.5447  0.7233  -2.5442
C  -3.4085  1.9757  -1.9726
C  -3.2997  2.0898  -0.5970
C  -3.3331  0.9613  0.2056
C  -3.2238  1.0380  1.7020
N  -2.0204  0.2880  2.1544
C  -0.7273  0.8094  1.6881
C  0.0074  -0.4093  1.0647
O  -0.6253  -1.4499  0.9906
N  1.2521  -0.1664  0.6720
C  2.1874  -1.0548  0.0943
C  1.9471  -2.4162  -0.0330
C  2.9262  -3.2481  -0.5463
C  4.1528  -2.7319  -0.9290
C  4.3967  -1.3756  -0.8156
C  3.4204  -0.5224  -0.3157
N  3.6839  0.8495  -0.2001
C  4.7985  1.3942  0.3705
C  4.6938  2.7544  0.3231
C  3.4774  3.0590  -0.3227
C  2.8708  1.8721  -0.6246
H  -3.5969  -3.3182  0.8672
H  -2.7437  -2.9165  -0.6412
H  -4.5290  -2.8032  -0.5583
H  -3.6835  -1.3812  -2.2278
H  -3.6314  0.6265  -3.6149
H  -3.3899  2.8582  -2.5908
H  -3.2040  3.0641  -0.1408
H  -4.0959  0.5655  2.1604
H  -3.1564  2.0736  2.0404
H  -2.0347  0.1612  3.1677
H  -2.0533  -0.6900  1.6994
H  -0.1464  1.2518  2.4973
H  -0.8957  1.5573  0.9089
H  1.6150  0.7807  0.7695
H  0.9997  -2.8219  0.2790
H  2.7288  -4.3039  -0.6401
H  4.9177  -3.3822  -1.3224
H  5.3426  -0.9586  -1.1245
H  5.5610  0.7707  0.7923
H  5.4077  3.4591  0.6979
H  3.1000  4.0377  -0.5417
H  1.9847  1.6767  -1.1990

Computed properties:
Gap between HOMO and LUMO   8.50 eV
SMILES   COc1ccccc1C[NH2+]CC(=O)Nc1ccccc1-n1cccc1
Energy above the lowest of the compared OMol25 structures with the same formula, charge and spin   0.0 kJ/mol
Calculated total energy   -29656.63782 eV
Total charge   +1

Löwdin atomic charge list, values in e, 2 entries:
1. C -0.05
2. O -0.12

[2]
# C5H8N2O

The molecule C5H8N2O at a distorted geometry (ωB97M-V/def2-TZVPD, OMol25).

CARTESIAN COORDINATES (ANGSTROEM)
C  0.3304  -1.7037  -0.0747
C  1.6494  -1.3132  -0.0935
C  -0.9016  -1.0223  -0.4576
C  2.2732  -0.3243  -0.9175
C  1.6271  1.4456  0.4722
N  -0.9700  0.2372  -0.7318
N  -2.1192  0.8569  -0.6951
O  2.1436  0.9305  -0.7596
H  0.3135  -2.7610  0.3373
H  2.4258  -2.1175  0.1953
H  -1.6781  -1.7553  -0.2490
H  2.0068  2.4802  0.7739
H  1.9303  0.8256  1.2086
H  0.6389  1.6773  0.2917
H  -2.3047  1.3763  -1.5718
H  -2.8508  0.2620  -0.3354

Computed properties:
Gap between HOMO and LUMO   7.49 eV
Energy above the lowest of the compared OMol25 structures with the same formula, charge and spin   621.8 kJ/mol
Calculated total energy   -10336.28165 eV

Löwdin atomic charge list, values in e, 2 entries:
1. C -0.12
2. C -0.17

[3]
# C18H23F2N5O3S

The molecule C18H23F2N5O3S (ωB97M-V/def2-TZVPD, OMol25).

CARTESIAN COORDINATES (ANGSTROEM)
H  -2.7921  -3.4465  0.7708
N  -1.9483  -3.9166  1.0880
C  -0.9129  -3.2058  0.9204
N  -0.7645  -1.9388  0.3933
C  0.5321  -1.4431  0.3540
C  0.7515  -0.1014  -0.1764
N  -0.2842  0.4957  -0.6264
O  -0.0431  1.7743  -1.0888
C  -1.2466  2.2958  -1.6443
C  2.1655  0.4499  -0.1319
O  3.1115  -0.2458  -0.4507
N  2.2895  1.7095  0.3392
C  3.5724  2.3243  0.4500
C  3.7682  3.7308  -0.0239
C  4.4231  2.5903  -0.7564
C  5.8336  2.2313  -0.3795
N  5.8199  2.2774  1.1001
C  6.9369  1.5718  1.6587
O  7.9057  2.1700  2.0396
C  6.8430  0.0594  1.7761
C  8.2112  -0.6065  1.6965
C  8.1142  -2.1173  1.8136
C  7.5068  -2.8234  0.5647
C  8.9226  -3.2354  0.1768
F  9.1001  -4.5260  -0.2134
F  9.4384  -2.4575  -0.8229
C  9.4581  -2.8529  1.5521
C  4.4927  1.8351  1.5461
C  1.4408  -2.2966  0.8478
S  0.7036  -3.7761  1.3839
H  -1.5399  -1.4010  0.0436
H  -1.0071  3.3037  -1.9734
H  -1.5661  1.6931  -2.4944
H  -2.0353  2.3247  -0.8921
H  1.4570  2.2580  0.4763
H  2.9292  4.1975  -0.5223
H  4.3832  4.3794  0.5851
H  4.0566  2.3228  -1.7364
H  6.0541  1.2243  -0.7622
H  6.5880  2.9220  -0.7579
H  6.3791  -0.1692  2.7422
H  6.1737  -0.3380  1.0085
H  8.6891  -0.3446  0.7471
H  8.8530  -0.2106  2.4846
H  7.6337  -2.3930  2.7528
H  6.8998  -3.6924  0.8107
H  6.9906  -2.2019  -0.1659
H  10.3618  -2.2457  1.5465
H  9.5977  -3.7332  2.1763
H  4.2691  2.2691  2.5235
H  4.3860  0.7462  1.6089
H  2.5032  -2.1367  0.8829

Computed properties:
Gap between HOMO and LUMO   7.92 eV
SMILES   [H]/N=c1\[nH]c(/C(=N/OC)C(=O)N[C@]23C[C@H]2CN(C(=O)CCC2CC(F)(F)C2)C3)cs1
Energy above the lowest of the compared OMol25 structures with the same formula, charge and spin   72.8 kJ/mol
Calculated total energy   -48900.01450 eV

Löwdin atomic charge list, values in e, 2 entries:
1. H 0.04
2. N 0.05

[4]
# H37O19

A cluster of 19 separate species, H37O19 in total at a distorted geometry (ωB97M-V/def2-TZVPD, OMol25).

CARTESIAN COORDINATES (ANGSTROEM)
O  -1.4085  -3.7031  -0.4359
H  -1.5441  -3.1979  -1.2239
H  -0.6699  -4.2903  -0.6099
O  3.8470  -1.2049  0.5169
H  2.3985  0.1281  1.9505
H  3.9325  -2.0086  1.0333
O  1.6196  3.1261  -2.9662
H  -1.6052  -3.1823  1.9507
H  2.6919  -0.2941  -3.2298
O  3.8296  3.6836  -0.2138
H  3.8773  2.8860  -0.6906
H  3.2000  3.7507  0.4977
O  0.1587  -0.5412  -3.9757
H  -0.5896  -1.1429  -3.8897
H  -0.7322  0.2700  -0.6333
O  0.9921  -2.2873  -0.3717
H  1.3379  -1.4156  -0.5367
H  0.4078  -2.1719  0.3703
O  2.8652  -0.1237  -2.3020
H  0.9282  -1.1157  -3.9910
H  2.8734  0.8169  -2.1510
O  -1.0105  -3.0087  2.6797
H  -1.8335  -1.6594  -2.6098
O  -1.4304  3.7065  1.4840
H  -0.4107  0.2307  -2.1708
H  -1.6080  3.0598  2.2172
O  -2.1395  1.8626  3.3017
H  -1.6300  1.0532  3.5306
H  -2.4926  1.4665  2.4822
O  -1.1044  -0.5705  4.2676
H  -0.6433  -0.6017  5.1059
H  -0.4742  -0.4643  3.5470
O  -0.2613  0.8591  0.7426
H  0.7538  3.0514  -2.5978
H  -0.2081  1.7989  0.9142
O  -1.0363  -0.1109  -1.5185
H  -0.0328  4.2737  -1.0311
H  -1.2790  -2.1769  3.0981
O  -2.6442  -2.1636  -2.6939
H  1.9842  2.4826  -3.5679
H  -2.3138  3.9517  1.2419
O  2.6550  -3.4321  0.9902
H  1.9333  -3.8875  0.5349
H  2.2581  -3.3893  1.8609
O  -0.5853  3.5851  -1.4117
H  -0.8829  3.0148  -0.7284
H  -3.1643  -1.3392  -2.5916
O  -3.6562  0.0816  -1.3173
H  -2.7909  0.5290  -1.3529
H  -3.5927  0.2195  -0.3444
O  1.6106  0.3871  2.4430
H  0.9958  0.5169  1.6621
H  3.3722  -1.2156  -0.2995
O  -2.5823  0.1728  1.1432
H  -2.6431  -0.7418  0.8458
H  -1.5231  0.4757  1.0448

Computed properties:
Gap between HOMO and LUMO   9.22 eV
Energy above the lowest of the compared OMol25 structures with the same formula, charge and spin   250.6 kJ/mol
Calculated total energy   -39505.68436 eV
Total charge   -1

Löwdin atomic charge list, values in e, 2 entries:
1. O -0.04
2. H -0.01

[5]
# C3H5NO4S

A cluster of 2 separate species, C3H5NO4S in total at a distorted geometry (ωB97M-V/def2-TZVPD, OMol25).

CARTESIAN COORDINATES (ANGSTROEM)
O  0.7828  2.3553  2.4786
S  0.1377  1.1662  2.2770
O  -1.0600  1.1005  1.5647
O  1.0595  0.0065  1.6996
O  -0.1358  0.5625  3.7072
H  1.0844  -0.1245  0.7464
H  0.0357  1.2432  4.3183
H  -0.1255  1.9510  -0.6569
N  0.1678  0.9919  -0.6984
C  -0.5789  0.2537  -1.3364
C  -0.3263  -1.1035  -1.6686
C  -0.3391  -2.1562  -2.2037
H  -1.6596  0.3648  -1.4492
H  -0.1115  -3.1003  -2.5624

Computed properties:
Gap between HOMO and LUMO   10.80 eV
SMILES   O=S(=O)(O)O.[H]/N=C/C#C
Energy above the lowest of the compared OMol25 structures with the same formula, charge and spin   143.1 kJ/mol
Calculated total energy   -23703.73287 eV

Löwdin atomic charge list, values in e, 2 entries:
1. O -0.21
2. S 0.46

[6]
# C37H49N3O4

A cluster of 2 separate species, C37H49N3O4 in total at a distorted geometry (ωB97M-V/def2-TZVPD, OMol25).

CARTESIAN COORDINATES (ANGSTROEM)
C  -1.7311  -3.2703  3.3413
C  -2.6113  -2.1240  2.9399
O  -1.6688  -1.0346  2.8595
C  -2.2697  0.1221  2.5576
C  -1.3787  1.2620  2.5025
C  -1.8550  2.5491  1.8813
C  -2.7032  3.3654  2.8351
C  -2.6167  2.3080  0.5908
C  0.0593  1.0272  2.6186
O  0.7056  0.0051  2.7968
O  0.6648  2.2498  2.4937
C  2.1081  2.3518  2.6943
C  2.4791  2.1698  4.1402
O  -3.4887  0.1560  2.3526
H  -2.3453  -4.1515  3.5261
H  -0.9943  -3.4893  2.5563
H  -1.1726  -2.9925  4.2435
H  -3.0814  -2.3028  1.9613
H  -3.3904  -1.9140  3.6907
H  -0.9228  3.0733  1.6578
H  -2.1190  3.6448  3.7109
H  -3.0543  4.2818  2.3559
H  -3.5800  2.7853  3.1395
H  -1.9510  1.8692  -0.1582
H  -3.4351  1.6190  0.8110
H  -3.0045  3.2631  0.2332
H  2.6166  1.6150  2.0588
H  2.3376  3.3655  2.3511
H  3.5500  2.3502  4.2630
H  1.9179  2.8856  4.7566
H  2.2482  1.1405  4.4415
C  0.2414  -1.9409  10.4025
N  -0.8181  -1.8539  9.4158
C  -1.3881  -3.1346  9.0640
C  -1.1133  -0.7159  8.7219
C  -2.2496  -0.6432  7.8606
C  -2.4975  0.4829  7.0986
C  -1.5942  1.5816  7.0892
C  -1.7472  2.6960  6.1866
C  -1.1451  3.9185  6.4780
C  -1.4941  5.2318  6.0463
C  -0.4575  6.2584  5.9215
C  0.9244  5.9250  5.9675
C  1.9127  6.8949  5.9221
C  1.5782  8.2448  5.6424
N  2.5687  9.1913  5.4957
C  2.4924  10.2722  4.5359
C  3.7216  9.2291  6.3704
C  0.2079  8.5880  5.5404
C  -0.7650  7.6434  5.8192
C  -2.8838  5.5284  5.7143
C  -3.9560  4.9606  6.4410
C  -5.2641  5.2600  6.1140
C  -5.5528  6.2086  5.1030
N  -6.8726  6.5164  4.7858
C  -7.3600  7.8770  4.6984
C  -7.7780  5.5288  4.2341
C  -4.4848  6.8071  4.4028
C  -3.1873  6.4099  4.6515
C  -0.5641  1.5593  8.0694
C  -0.3050  0.4448  8.8433
H  0.2927  -1.0318  11.0142
H  0.0173  -2.8015  11.0463
H  1.2307  -2.1155  9.9445
H  -1.9193  -3.0768  8.1116
H  -0.5838  -3.8769  8.9740
H  -2.0844  -3.4880  9.8384
H  -2.9572  -1.4712  7.8444
H  -3.4004  0.5434  6.4873
H  -2.4648  2.5908  5.3608
H  -0.2260  3.8826  7.0649
H  1.2298  4.8830  6.0495
H  2.9649  6.6197  6.0136
H  1.6541  10.1081  3.8514
H  2.3687  11.2431  5.0369
H  3.4262  10.3110  3.9559
H  3.6337  8.4469  7.1314
H  4.6516  9.0809  5.8036
H  3.7803  10.2085  6.8699
H  -0.0614  9.6141  5.2892
H  -1.7832  7.9990  5.9697
H  -3.7367  4.3042  7.2840
H  -6.0891  4.8071  6.6618
H  -6.6486  8.5629  5.1688
H  -7.5278  8.1817  3.6552
H  -8.3237  7.9405  5.2224
H  -7.2954  4.5456  4.2189
H  -8.6941  5.4837  4.8387
H  -8.0658  5.8060  3.2061
H  -4.7007  7.5330  3.6207
H  -2.3870  6.7992  4.0204
H  0.0656  2.4356  8.2000
H  0.5140  0.4712  9.5593

Computed properties:
Gap between HOMO and LUMO   3.15 eV
Calculated total energy   -51820.35107 eV

Löwdin atomic charge list, values in e, 2 entries:
1. C -0.09
2. C -0.24